No. 1
# C27H45N7O9

7 unconnected molecules or ions with the total composition C27H45N7O9 in a non-equilibrium geometry (the ωB97M-V functional and the def2-TZVPD basis, the Open Molecules 2025 dataset).

Geometry (Å):
1 O 4.364587 4.158675 -4.868956
2 O 2.076195 4.173319 3.040982
3 O 0.224575 -3.443890 -3.797644
4 O 0.095767 -1.504243 -6.636722
5 O -0.931870 -4.994407 -3.202913
6 O 1.154177 -6.386057 0.855353
7 O -2.213036 -4.896586 5.032761
8 O 0.817294 0.100853 -1.274550
9 O 0.287920 3.759831 4.292582
10 N 1.598857 -0.278583 -5.558381
11 N 1.386839 4.324928 4.234034
12 N -0.735581 -3.809265 -3.201307
13 N -0.631969 -5.116824 0.941032
14 N -0.501674 0.164294 0.573411
15 N -3.153893 -2.979665 4.032768
16 N 3.200270 3.923938 -2.969209
17 C -1.083006 1.171645 1.607897
18 C 3.008254 3.324286 -1.678237
19 C -0.305715 -4.713982 2.323789
20 C -1.840190 -1.458347 -2.866875
21 C 0.182887 -5.896278 0.252573
22 C -1.005718 -1.176894 0.712194
23 C 2.041660 6.003272 7.792937
24 C 3.603921 5.595300 5.219829
25 C 2.080912 0.400274 -6.834476
26 C 0.388938 0.621436 -0.222833
27 C 2.264931 0.352748 -4.357473
28 C 2.053519 4.578566 -3.641383
29 C -1.889409 -2.974666 -3.469485
30 C 4.084752 6.512730 6.303926
31 C 4.351913 3.777189 -3.727814
32 C 2.203279 5.005037 5.361644
33 C -2.038414 -2.085102 4.559274
34 C 1.430216 5.166458 6.626688
35 C -1.985854 -4.799806 0.420377
36 C -3.070830 -3.340759 -4.409707
37 C -3.112106 -4.247985 4.340788
38 C -4.344635 -2.461613 3.414611
39 C -3.118170 -0.630931 -3.082044
40 C 3.494448 6.630211 7.578254
41 C 0.622364 -1.022404 -5.625825
42 C -4.193322 -1.038706 -3.910040
43 C -4.198216 -2.343605 -4.523502
44 H 1.241742 4.839914 -3.140965
45 H -0.361119 2.188784 1.840537
46 H -2.004598 -1.249697 0.284749
47 H 3.601468 2.514487 -1.386453
48 H 4.110834 5.412555 4.429538
49 H -0.055186 -6.061242 -0.920924
50 H 1.654017 6.259248 8.590160
51 H -0.963877 -1.776659 1.613715
52 H 4.990907 7.082249 6.196761
53 H 1.918577 3.137997 -1.628488
54 H -3.385087 0.394941 -2.906499
55 H 1.234570 0.410542 -7.466841
56 H -1.050822 0.593201 2.373576
57 H -5.204553 -2.785355 -5.093794
58 H 5.150878 3.172836 -3.086745
59 H 0.633132 -4.338762 2.322456
60 H -5.160661 -2.677817 4.015238
61 H -1.791227 -3.829620 -0.167482
62 H 3.043812 -0.283336 -3.962054
63 H -0.967600 -1.101785 -2.535145
64 H -4.383639 -1.516174 3.026848
65 H 1.533336 0.487173 -3.586495
66 H -0.426684 -1.812340 -0.040841
67 H -3.224320 -4.105975 -4.874126
68 H -5.128564 -0.323850 -4.021213
69 H -2.359046 -0.981995 4.202566
70 H 2.709117 1.414117 -4.572597
71 H -1.889650 -2.067789 5.644567
72 H 3.874319 7.117940 8.339947
73 H -0.384959 -5.544794 2.913367
74 H 0.756935 1.617973 -0.265901
75 H -2.648770 -4.702890 1.399891
76 H 0.290938 -1.259097 -4.681753
77 H 1.562328 3.831073 -4.467435
78 H 0.546485 4.695413 6.764742
79 H -1.063030 -3.898962 2.613032
80 H 2.592755 1.301872 -6.534473
81 H 2.424306 5.686742 -4.048878
82 H -2.268557 -5.535067 -0.361797
83 H -4.677884 -2.960077 2.451478
84 H -1.051865 -2.247673 4.160344
85 H 3.050955 4.062344 -0.936195
86 H -2.061317 1.513278 1.384852
87 H -4.117739 -4.718467 3.859670
88 H 3.044476 -0.099649 -7.399269

Cartesian forces, eV/Å:
O 1.3 -0.1 -0.3
O -2.5 1.4 5.5
O 3.9 3.0 0.5
O 0.2 0.4 0.1
O -1.6 -2.8 3.0
O -0.7 0.3 -1.7
O -3.9 3.1 -3.1
O -0.3 -1.3 0.9
O 2.3 2.2 1.5
N 8.2 7.2 -1.5
N 2.9 -2.7 -5.5
N -1.7 -1.5 -5.4
N -2.2 0.9 -0.2
N -2.7 1.8 4.7
N 2.9 2.4 0.6
N 0.2 0.3 -1.1
C 3.7 4.0 -4.5
C -2.8 1.3 -0.5
C -3.8 1.5 -2.3
C -7.8 -4.2 -4.5
C 2.0 -1.6 -0.3
C 0.7 -1.8 -3.6
C 7.4 -3.0 -12.7
C -7.0 1.8 7.6
C 3.1 -2.4 0.4
C 2.3 -0.1 -5.6
C -0.4 0.7 -0.7
C 3.8 -0.1 -5.0
C -5.0 6.2 0.3
C -1.4 -2.4 -0.3
C -1.3 -1.0 2.0
C 0.3 1.6 2.6
C -2.1 2.9 -1.1
C 6.6 4.0 1.0
C 1.1 1.5 0.5
C 1.9 12.7 8.4
C 0.9 -5.1 1.9
C -0.5 -2.7 -2.0
C 2.0 -2.5 -1.6
C -7.1 -4.9 -5.2
C -4.7 -4.1 -1.6
C -0.8 -1.9 -0.2
C 0.2 -1.7 -0.1
H -3.1 0.7 3.6
H -1.9 -3.2 -1.0
H -0.4 0.2 0.3
H 0.9 -1.4 -0.2
H 3.3 -0.9 -5.3
H 0.4 0.3 2.5
H -4.4 1.8 7.7
H 0.3 0.9 0.8
H 0.4 -0.3 -0.5
H 0.5 -1.0 0.0
H 1.5 0.6 1.3
H -0.5 0.5 -1.0
H -0.3 -3.0 5.7
H 3.0 1.5 1.4
H -1.0 1.2 -1.5
H 3.0 1.2 0.2
H -1.7 0.2 1.5
H -1.3 -0.9 1.1
H 0.3 -0.2 -0.1
H 3.1 1.3 1.8
H 0.8 2.9 0.1
H -0.4 0.0 0.6
H -0.4 0.8 0.9
H -0.9 -9.1 -4.8
H 2.2 -1.7 0.2
H 0.8 -2.4 1.0
H -0.9 -2.1 0.0
H -0.7 -0.3 -0.2
H 2.0 2.6 3.4
H -0.2 -1.9 2.0
H -0.3 1.5 1.9
H 0.9 -0.2 -2.7
H -1.4 -0.9 2.5
H 1.6 2.0 1.3
H -2.8 -1.2 0.2
H 1.2 -1.3 -0.3
H -0.8 0.7 -0.1
H -0.8 -3.3 0.3
H -0.3 0.2 1.0
H 1.1 -0.4 0.8
H 0.1 -0.6 -0.6
H 0.7 1.3 1.4
H -0.9 0.1 -0.6
H 2.3 0.1 1.3
H -2.6 0.3 1.4

Calculated values
SMILES: O=[N+]([O-])c1ccccc1.O=[N+]([O-])c1ccccc1.CN(C)C=O.CN(C)C=O.CN(C)C=O.CN(C)C=O.CN(C)C=O
E: -2115.4245 a.u.
Total charge: 0
Energy above the lowest of the compared OMol25 structures with the same formula, charge and spin: 466.56 kcal per mole
F_max: 15.33 eV Å⁻¹
Highest occupied orbital energy: -8.786 eV
E_LUMO: -1.93 eV

***

No. 2
# C2H3BrO

2 unconnected molecules or ions with the total composition C2H3BrO in a non-equilibrium geometry (the ωB97M-V functional and the def2-TZVPD basis, the Open Molecules 2025 dataset).

Geometry (Å):
1 Br -2.164286 -0.549852 -0.339093
2 O 1.799467 0.503096 -0.476331
3 C 0.615421 0.635658 -0.298965
4 C -0.197407 -0.544943 0.053347
5 H -0.293217 -0.269817 1.471626
6 H 0.193903 -1.476447 -0.242941
7 H 0.046119 1.702302 -0.167640

Cartesian forces, eV/Å:
Br 1.2 0.2 -0.1
O -0.6 0.5 -0.2
C -0.4 2.0 0.5
C -2.6 1.8 4.6
H 0.7 -1.4 -4.3
H 0.5 -1.0 0.1
H 1.3 -2.1 -0.6

Calculated values
E: -2727.1854 a.u.
Total charge: 0
Energy above the lowest of the compared OMol25 structures with the same formula, charge and spin: 44.22 kcal per mole
F_max: 5.62 eV Å⁻¹
Highest occupied orbital energy: -10.310 eV
E_LUMO: 0.16 eV

***

No. 3
# C40H43BrN7OSTl

A molecular structure, C40H43BrN7OSTl in a non-equilibrium geometry (the ωB97M-V functional and the def2-TZVPD basis, the Open Molecules 2025 dataset).

Geometry (Å):
1 Tl 0.748524 1.494061 0.607719
2 Br 1.865638 -1.843250 1.080914
3 S -0.761376 3.024307 2.889690
4 O -0.399327 -0.747461 -0.673926
5 N 3.513693 1.760147 1.272168
6 N 1.024571 1.553934 4.406768
7 N 1.959211 1.746207 3.432145
8 N -2.517300 6.326044 -8.385055
9 N 2.204471 1.574564 -2.377183
10 N 1.537455 4.023858 -0.760509
11 N -1.123212 1.765572 5.147166
12 C 0.831989 3.529810 -3.060457
13 C 5.536538 1.252560 0.092101
14 C -0.793879 1.631744 6.580503
15 C -0.683233 -1.918202 -0.241962
16 C -3.223137 -1.944643 -0.990489
17 C 5.096590 0.286437 2.267664
18 C 2.117711 0.298566 -2.697653
19 C -0.073507 4.592591 -6.579721
20 C 1.252075 6.275999 -0.765591
21 C 0.563011 1.228565 -3.994410
22 C -1.947974 -2.594292 -0.396624
23 C 4.282722 1.877209 0.223252
24 C 0.567318 4.065817 -5.479831
25 C 0.075634 -4.017554 0.890935
26 C 5.928233 0.446397 1.164617
27 C 0.924476 5.816434 -2.016101
28 C 1.089608 4.408188 -1.999396
29 C -2.078001 -3.916877 -0.011897
30 C -0.158838 2.073417 4.189792
31 C -0.172210 0.311038 7.031251
32 C -3.533207 -2.531616 -2.392874
33 C -1.994822 5.750181 -7.550431
34 C -1.358201 5.138964 -6.422666
35 C 3.083589 -0.201361 4.458153
36 C 1.651596 5.122142 -0.044911
37 C -2.530948 -6.373245 1.861876
38 C 0.028623 4.068728 -4.187147
39 C 3.884848 0.993114 2.293953
40 C 2.927261 0.889515 3.450736
41 C -0.110367 -6.843456 1.532634
42 C 1.114592 0.031946 -3.673732
43 C -1.090243 -4.696551 0.578255
44 C -3.103711 -0.428802 -1.167115
45 C -1.916099 5.175164 -5.149199
46 C -1.215074 4.661188 -4.044920
47 C 1.230392 2.190371 -3.157769
48 C -1.632917 -6.919585 -0.463303
49 C -1.328125 -6.169687 0.894756
50 C 0.266611 -2.695185 0.521684
51 C -4.434720 -2.181879 -0.054608
52 H 0.108208 -6.392607 2.506024
53 H -4.200165 -1.844373 0.960628
54 H -4.694019 -3.242420 -0.005376
55 H 6.110778 1.371615 -0.810110
56 H -0.271388 1.497407 -4.651923
57 H -1.943489 2.330811 4.966253
58 H -0.262746 -7.944787 1.675021
59 H -0.777387 -0.538379 6.752338
60 H -0.073920 0.302193 8.109043
61 H -4.025304 -0.028840 -1.574486
62 H -3.074662 -4.356075 -0.177142
63 H -2.319986 -5.882606 2.810146
64 H 5.396310 -0.312466 3.099722
65 H -2.723500 -7.432507 1.985883
66 H 0.808159 -6.701272 0.964463
67 H -1.606726 -8.003896 -0.272380
68 H 6.887676 -0.064128 1.155571
69 H -2.599629 -6.646002 -0.915558
70 H -4.458601 -2.097860 -2.773374
71 H 1.873660 5.046086 1.009090
72 H 2.733956 -0.429250 -2.216171
73 H -2.740420 -2.337138 -3.124879
74 H 2.711484 -1.126624 4.004695
75 H 1.560099 3.589784 -5.610674
76 H -3.674440 -3.627425 -2.289139
77 H -2.314066 -0.180123 -1.870582
78 H -2.893526 5.624943 -4.988522
79 H 4.111195 -0.296040 4.753918
80 H -5.270286 -1.596523 -0.447285
81 H 3.930386 2.495494 -0.597884
82 H -0.891199 -6.697569 -1.217251
83 H -1.601167 4.768194 -3.039486
84 H -1.756592 1.827305 7.087557
85 H 0.794129 0.197894 6.564273
86 H 2.464940 0.008353 5.303044
87 H 1.250635 7.302769 -0.425442
88 H -0.132523 2.467351 6.902732
89 H 0.456920 4.646361 -7.538305
90 H -2.883465 0.046877 -0.215923
91 H 0.806574 -0.974262 -3.964395
92 H 0.619136 6.381163 -2.899543
93 H 0.887286 -4.518053 1.426364
94 H -3.448877 -5.994509 1.459814

Cartesian forces, eV/Å:
Tl 0.0 0.2 -0.2
Br 0.2 0.1 -0.1
S 0.1 0.1 -0.1
O -0.3 -1.0 0.4
N -0.6 0.1 0.3
N 0.0 -0.1 0.4
N -0.1 -0.6 0.0
N -0.6 0.5 -1.1
N -0.3 -0.1 -0.1
N 0.3 -0.6 0.2
N 0.2 0.0 0.7
C 0.2 -0.6 0.2
C -0.8 -0.3 1.1
C -0.3 0.8 -0.2
C 0.6 0.8 0.1
C 0.3 0.3 -0.3
C -0.3 0.8 -0.5
C -0.2 0.6 0.0
C 0.0 0.2 -0.1
C 0.4 0.4 -0.1
C -0.3 0.8 -0.2
C -0.4 -0.1 -0.2
C 1.3 0.1 -1.2
C 1.2 -0.9 -0.1
C 0.8 0.1 0.1
C 0.1 0.1 -0.4
C -0.5 0.5 -0.8
C 0.1 0.1 0.0
C -0.8 -0.2 -0.3
C -0.1 0.0 -0.2
C -0.3 0.4 -0.4
C 0.0 -0.7 0.6
C 0.2 -0.3 1.2
C 0.8 -0.2 0.1
C -0.3 -0.1 -0.8
C -0.5 -0.1 0.4
C 0.8 0.0 -0.5
C 0.1 0.3 -0.8
C 0.0 -0.5 0.8
C 0.0 0.9 -0.7
C 0.1 -0.4 0.3
C -0.2 -1.2 -0.1
C -0.1 0.0 0.4
C 0.4 -0.1 -0.1
C 0.0 -0.1 0.7
C -0.4 0.4 -0.1
C -0.2 0.7 -0.1
C -0.2 -0.1 0.8
C -0.5 -0.4 -0.9
C -0.7 -0.4 -0.2
C 0.5 0.0 -0.3
H -0.2 -0.1 0.1
H 0.0 0.0 -0.2
H -0.2 0.1 0.0
H 0.2 0.0 -0.1
H 0.4 -0.5 0.3
H 0.1 -0.2 0.1
H 0.0 0.9 -0.1
H -0.3 -0.3 -0.2
H 0.1 0.1 0.4
H -0.5 0.1 0.0
H 0.6 0.0 0.0
H -0.1 -0.1 0.1
H 0.1 -0.3 0.3
H 0.2 -0.4 0.4
H -0.1 -0.1 -0.3
H -0.2 0.1 -0.2
H -0.1 0.0 -0.1
H 0.2 0.0 0.4
H -0.1 0.0 -0.1
H 0.2 0.1 0.1
H 0.4 -0.4 0.2
H 0.0 0.0 0.3
H 0.2 -0.1 0.1
H -0.7 0.5 0.1
H 0.1 0.5 -0.3
H 0.1 0.0 0.2
H 0.2 -0.1 -0.1
H 0.5 -0.3 0.2
H -0.2 -0.2 0.1
H -0.3 0.0 0.1
H 0.4 0.1 -0.1
H -0.3 -0.1 -0.1
H 0.3 -0.3 0.0
H 0.2 0.0 0.0
H -0.3 0.2 0.5
H 0.0 -0.1 0.0
H -0.1 -0.4 -0.2
H -0.4 -0.2 0.3
H 0.1 0.2 0.0
H 0.1 0.4 -0.1
H 0.1 0.0 0.4
H -0.2 0.2 -0.2
H -0.5 0.6 -0.3

Calculated values
E: -5153.2940 a.u.
Total charge: -2
Energy above the lowest of the compared OMol25 structures with the same formula, charge and spin: 0.00 kcal per mole
F_max: 1.79 eV Å⁻¹
Highest occupied orbital energy: -1.833 eV
E_LUMO: 3.94 eV

***

- F_max of number 1 (C27H45N7O9)?
  15.33 eV Å⁻¹

***

- Look up the E of the first one.
  -2115.4245 a.u.